1.
This record from OMol25 describes a structure of composition C32H25BIrN6O2. The level of theory is ωB97M-V/def2-TZVPD.

Structure (XYZ):
```
67
Properties=species:S:1:pos:R:3:forces:R:3:lowdin_charge:R:1
Ir 0.09766 0.17299 0.00574 0.3 -0.6 -0.5 1.393
C 5.24115 -0.64842 -1.87585 -0.1 0.0 0.0 -0.042
C 4.96034 -1.50768 -0.82141 0.0 0.0 0.0 -0.044
C 3.64800 -1.76673 -0.46242 -0.1 0.0 0.1 -0.021
C 2.60852 -1.13941 -1.15203 0.1 -0.1 -0.1 -0.275
C 2.88743 -0.26634 -2.20558 -0.1 0.0 -0.1 -0.028
C 4.20184 -0.03738 -2.57161 0.1 0.0 0.0 -0.043
N 1.26554 -1.31837 -0.76223 0.0 0.4 0.4 0.002
C 0.72371 -2.55082 -0.55601 -0.1 0.0 -0.1 -0.189
C 1.30210 -3.76484 -0.97799 0.0 0.0 0.0 0.033
C 0.65173 -4.94988 -0.71805 -0.1 0.0 0.0 -0.014
C -0.58168 -4.97368 -0.05221 0.1 -0.1 -0.1 -0.009
C -1.19543 -3.79632 0.33794 -0.1 0.3 0.0 0.030
C -0.55539 -2.59823 0.07366 0.2 -0.3 -0.1 -0.157
N -1.05335 -1.33304 0.42060 0.2 0.2 0.0 -0.136
N -2.11938 -1.19547 1.06180 -0.2 -0.2 0.1 0.170
C -2.36449 0.14097 1.37678 -0.1 0.3 0.1 -0.274
C -3.49900 0.46077 2.09834 -0.1 -0.2 0.0 0.044
C -3.72289 1.78100 2.44585 0.0 0.0 0.0 -0.001
C -2.80503 2.74215 2.05497 0.0 0.0 0.0 -0.002
C -1.68819 2.35505 1.33495 0.0 0.1 0.0 -0.072
N -1.46126 1.08514 0.99728 0.0 0.0 -0.1 -0.042
H 6.26734 -0.45855 -2.15955 0.0 0.0 0.0 0.119
H 5.76682 -1.98099 -0.27732 0.0 0.0 0.0 0.120
H 3.42328 -2.41891 0.37290 0.0 0.0 0.0 0.125
H 2.06458 0.16958 -2.76474 0.0 0.0 0.0 0.111
H 4.42005 0.60718 -3.41297 0.0 0.0 0.0 0.121
H 2.23210 -3.75516 -1.52758 0.0 0.0 0.0 0.130
H 1.09583 -5.87875 -1.04957 0.0 0.0 0.0 0.128
H -1.06937 -5.91886 0.14305 0.0 0.0 0.0 0.128
H -2.15841 -3.78981 0.82981 0.0 0.0 0.0 0.129
H -4.17774 -0.33624 2.36766 0.0 0.0 0.0 0.136
H -4.59889 2.05799 3.01595 0.0 0.0 0.0 0.132
H -2.94934 3.78552 2.29596 0.0 0.0 0.0 0.129
H -0.95594 3.08262 1.01364 0.0 0.0 0.0 0.121
N 1.43660 1.82613 -0.31584 -0.1 -0.1 0.1 0.010
C 2.42659 1.93345 0.76367 -0.2 -0.1 -0.1 -0.207
C 3.43264 2.84266 0.72057 0.2 0.3 -0.1 0.013
C 4.34408 2.95539 1.79219 0.1 0.1 -0.1 -0.028
C 4.22405 2.15435 2.88513 0.0 -0.1 0.2 0.006
C 3.19373 1.18908 2.95168 -0.1 0.0 -0.1 -0.127
C 3.00429 0.31900 4.04820 0.1 0.1 0.0 0.033
C 1.99108 -0.58960 4.02145 -0.1 -0.2 0.1 -0.014
C 1.15617 -0.64936 2.89367 -0.1 -0.2 0.2 -0.091
N 1.29598 0.14317 1.86066 0.0 0.2 0.0 -0.012
C 2.29404 1.07353 1.87087 0.1 0.0 0.1 -0.163
H 1.92442 1.75128 -1.20767 0.0 -0.1 0.0 0.095
H 0.91420 2.69829 -0.36894 0.0 0.0 -0.1 0.117
H 3.52589 3.48761 -0.14648 0.1 0.0 0.1 0.134
H 5.13677 3.68970 1.75341 0.0 0.0 -0.1 0.125
H 4.91615 2.24640 3.71253 0.0 0.0 0.0 0.133
H 3.66536 0.37852 4.90412 0.0 0.0 0.0 0.138
H 1.82800 -1.26585 4.84873 0.0 0.0 0.0 0.123
H 0.35010 -1.37480 2.84105 0.0 0.0 0.1 0.118
O -0.26658 0.98261 -2.93322 0.0 0.0 0.1 0.112
B -0.80995 0.28721 -1.85806 -0.1 0.3 0.1 -0.612
O -2.02014 -0.29258 -2.19539 0.0 0.0 0.0 0.140
C -2.25639 0.08803 -3.51401 -0.1 -0.1 0.1 -0.192
C -3.34703 -0.18624 -4.30236 -0.1 -0.1 0.0 0.021
C -3.32883 0.34956 -5.58812 0.0 0.0 0.0 -0.061
C -2.26385 1.12104 -6.03811 0.1 0.0 0.0 -0.062
C -1.16742 1.39272 -5.22241 0.1 0.0 -0.1 0.018
C -1.20157 0.85414 -3.95938 0.1 0.1 0.0 -0.194
H -4.17105 -0.78645 -3.94157 0.0 0.0 0.0 0.127
H -4.16286 0.16426 -6.25081 0.0 0.0 0.0 0.114
H -2.28900 1.52263 -7.04166 0.0 0.0 0.0 0.114
H -0.33425 1.99366 -5.56089 0.0 0.0 0.0 0.126
```
Forces are in eV/Å.

Output
<S²>: 0.80
E, a.u.: -1842.2912
2S+1: 2
Kohn-Sham gap (spin up / spin down), eV: 5.9 / 5.0
Charge: +2
ΔE to the lowest compared entry with this formula, charge and spin, kJ/mol: 7.3
LUMO level (spin up / spin down), Ha: -0.2631 / -0.2981

---

2.
This record from OMol25 describes an isolated molecule of C2H4N4. The level of theory is ωB97M-V/def2-TZVPD.

Structure (XYZ):
```
10
Properties=species:S:1:pos:R:3:forces:R:3:lowdin_charge:R:1
N 0.88376 -1.67916 -0.02127 0.1 -0.1 0.1 0.120
C 0.22181 -0.47679 0.02675 -0.3 -0.3 0.1 -0.519
N 0.75530 0.63362 0.62067 -0.3 0.3 -0.2 0.122
C -0.12346 1.56874 0.33485 0.4 -0.1 -0.1 -0.211
N -1.23841 1.10257 -0.27790 -0.2 -1.7 -1.5 -0.010
N -0.96919 -0.31324 -0.50389 0.6 -0.7 1.3 0.040
H 0.28719 -2.47943 -0.18388 0.1 0.2 0.0 0.093
H 1.57107 -1.81730 0.70630 -0.1 0.1 -0.1 0.091
H -0.03090 2.61095 0.62538 0.0 -0.2 -0.1 0.114
H -1.35717 0.85005 -1.32702 -0.3 2.5 0.4 0.162
```
Forces are in eV/Å.

Output
E, a.u.: -297.5822
Kohn-Sham gap, eV: 10.2
SMILES: Nc1nc[nH]n1
Charge: 0
ΔE to the lowest compared entry with this formula, charge and spin, kJ/mol: 163.1
LUMO level, Ha: 0.0394

---

3.
This record from OMol25 describes a structure of composition C23H19MoN5O8. The level of theory is ωB97M-V/def2-TZVPD.

Structure (XYZ):
```
56
Properties=species:S:1:pos:R:3:forces:R:3:lowdin_charge:R:1
Mo -0.00270 -0.23100 0.18030 0.5 0.0 1.6 1.984
O 3.48490 3.02780 0.38930 0.1 -0.1 -0.1 0.069
C 2.72610 3.88420 1.09700 -0.4 0.0 0.3 -0.248
C 3.32750 5.08100 1.49280 0.0 -0.1 -0.1 -0.010
C 2.63550 6.02450 2.22180 0.0 -0.2 -0.1 -0.077
C 1.31100 5.79630 2.57660 -0.1 0.1 0.1 -0.089
C 0.71850 4.60170 2.23900 0.1 0.0 -0.1 -0.029
C 1.41030 3.61760 1.52090 0.4 0.3 -0.3 -0.072
C 0.73780 2.33850 1.32840 -1.0 -0.6 0.7 -0.361
O 1.09900 1.43910 0.46200 0.5 0.2 -0.3 -0.197
N -0.27030 2.04510 2.11280 0.5 1.3 0.6 0.092
N -0.73120 0.83810 1.86860 -0.6 -1.2 -0.5 -0.173
C -1.95720 0.50430 2.26220 0.6 0.6 0.1 -0.065
C -2.31710 -0.80940 1.98920 0.0 -0.8 0.0 -0.258
C -3.56510 -1.38900 2.32760 0.2 0.2 -0.1 -0.014
C -3.74750 -2.73290 2.18970 0.3 0.0 -0.1 -0.058
C -2.65490 -3.51260 1.76270 -0.1 0.2 0.1 -0.050
C -1.49150 -2.88850 1.38740 0.2 -0.6 0.0 -0.121
N -1.30680 -1.55810 1.41070 -0.7 0.5 0.4 -0.012
H 2.95740 2.43060 -0.17200 0.1 0.0 -0.1 0.067
H 4.35210 5.24510 1.19930 0.1 0.0 -0.1 0.117
H 3.12960 6.94090 2.51010 0.0 0.1 0.0 0.104
H 0.75000 6.54570 3.11520 0.0 0.0 0.1 0.100
H -0.29950 4.38420 2.51860 -0.1 0.0 0.1 0.108
H -2.59090 1.22550 2.75720 0.0 0.0 0.0 0.137
H -4.34420 -0.73740 2.68980 -0.1 0.0 0.1 0.118
H -4.68670 -3.20350 2.43460 -0.1 0.0 0.0 0.110
H -2.72530 -4.58670 1.73240 0.1 -0.1 -0.1 0.105
H -0.65400 -3.49470 1.07140 0.0 0.1 -0.1 0.116
O 0.74010 -3.99150 -1.47330 -0.2 0.0 -0.1 0.109
C 0.25670 -2.95480 -1.07770 -0.2 -0.4 -0.5 -0.588
O 0.72600 -2.21680 -0.13480 0.2 0.1 0.5 -0.217
C -1.04770 -2.40630 -1.62250 0.4 0.0 0.0 -0.145
C -1.91100 -3.07850 -2.46560 -0.1 0.2 0.1 0.040
C -3.11620 -2.47370 -2.81640 0.4 0.1 0.2 -0.007
C -3.35930 -1.18190 -2.38030 0.2 0.2 0.2 0.040
C -2.40910 -0.55260 -1.58630 0.0 -0.2 0.1 -0.124
N -1.30340 -1.17640 -1.16360 -1.0 -0.9 -1.6 0.015
C -2.45550 0.86360 -1.08410 -0.8 0.1 -0.2 -0.543
O -3.39830 1.60400 -1.26200 0.3 -0.3 0.0 0.113
O -1.36400 1.13780 -0.45180 0.5 0.6 -0.1 -0.133
H -1.63070 -4.05710 -2.81850 0.1 -0.1 0.0 0.128
H -3.83970 -2.99940 -3.41940 0.0 0.0 -0.1 0.117
H -4.25490 -0.63860 -2.64070 0.0 0.1 0.0 0.130
N 1.85610 -0.79810 1.62900 -0.3 -0.3 0.2 -0.032
C 3.16700 -0.45830 1.04580 0.5 0.1 -0.2 -0.208
C 3.23650 -0.78420 -0.44820 -0.1 0.2 -0.2 -0.076
C 2.38510 0.20720 -1.27490 2.0 -0.3 0.4 -0.617
O 2.88370 1.22090 -1.70570 0.0 0.2 -0.2 0.092
O 1.15120 -0.12500 -1.44820 -1.8 0.2 -0.4 -0.161
H 1.78520 -0.39650 2.56450 -0.1 -0.1 -0.2 0.111
H 1.79990 -1.81340 1.71200 -0.1 0.2 0.0 0.097
H 3.96040 -1.01690 1.56010 -0.1 0.1 0.0 0.123
H 3.35200 0.61020 1.19450 0.0 -0.2 0.0 0.110
H 2.90330 -1.80810 -0.63090 0.1 0.1 0.0 0.107
H 4.27220 -0.67810 -0.77420 -0.1 0.1 0.0 0.127
```
Forces are in eV/Å.

Output
<S²>: 2.03
E, a.u.: -1831.8900
2S+1: 3
Kohn-Sham gap (spin up / spin down), eV: 5.8 / 6.3
Charge: 0
ΔE to the lowest compared entry with this formula, charge and spin, kJ/mol: 21.1
LUMO level (spin up / spin down), Ha: -0.0354 / -0.0675